{"formula": "C45H39N11O5P2RuS", "method": "ωB97M-V/def2-TZVPD", "elements": ["Ru", "C", "C", "C", "C", "C", "C", "C", "C", "P", "C", "C", "C", "C", "C", "C", "C", "C", "C", "C", "C", "C", "C", "O", "C", "C", "C", "C", "C", "C", "P", "C", "C", "C", "C", "C", "C", "C", "C", "C", "C", "C", "C", "H", "H", "H", "H", "H", "H", "H", "H", "H", "H", "H", "H", "H", "H", "H", "H", "H", "H", "H", "H", "H", "H", "H", "H", "H", "H", "H", "H", "H", "H", "H", "H", "N", "C", "N", "N", "N", "N", "C", "N", "N", "N", "N", "H", "O", "S", "O", "O", "O", "C", "C", "N", "C", "C", "N", "H", "H", "H", "H", "H", "H"], "coordinates": [[1.008, 0.031, 1.055], [-3.744, -1.652, -4.146], [-3.168, -0.438, -3.395], [-3.832, 0.857, -3.897], [-3.437, -0.588, -1.908], [-4.713, -0.907, -1.465], [-4.985, -1.080, -0.124], [-3.986, -0.871, 0.808], [-2.720, -0.468, 0.415], [-1.432, 0.068, 1.633], [-1.812, -0.903, 3.110], [-2.993, -0.818, 3.817], [-3.344, -1.751, 4.785], [-2.490, -2.844, 5.041], [-1.277, -2.944, 4.452], [-0.774, -1.908, 3.512], [-2.162, 1.694, 2.023], [-2.600, 2.525, 0.993], [-3.012, 3.816, 1.259], [-2.998, 4.304, 2.555], [-2.556, 3.489, 3.585], [-2.135, 2.200, 3.320], [-2.437, -0.369, -0.958], [-1.164, -0.051, -1.301], [-0.766, -0.231, -2.603], [0.613, -0.302, -2.815], [1.068, -0.458, -4.114], [0.188, -0.503, -5.178], [-1.172, -0.471, -4.940], [-1.675, -0.366, -3.650], [1.699, -0.649, -1.300], [3.231, 0.166, -1.872], [3.154, 1.252, -2.744], [4.287, 1.937, -3.139], [5.533, 1.561, -2.667], [5.620, 0.511, -1.769], [4.488, -0.177, -1.376], [1.754, -2.409, -1.825], [2.923, -3.017, -2.260], [2.964, -4.385, -2.457], [1.845, -5.160, -2.214], [0.656, -4.549, -1.857], [0.605, -3.179, -1.684], [-4.817, -1.736, -3.998], [-3.273, -2.562, -3.783], [-3.563, -1.570, -5.214], [-4.904, 0.838, -3.707], [-3.665, 0.977, -4.966], [-3.409, 1.718, -3.384], [-5.511, -1.022, -2.181], [-5.978, -1.357, 0.200], [-4.197, -1.021, 1.853], [-3.685, -0.012, 3.600], [-4.290, -1.672, 5.301], [-2.818, -3.615, 5.723], [-0.605, -3.756, 4.676], [-0.333, -2.374, 2.594], [-2.615, 2.153, -0.020], [-3.350, 4.446, 0.448], [-3.317, 5.316, 2.763], [-2.541, 3.861, 4.600], [-1.779, 1.572, 4.124], [2.129, -0.552, -4.290], [0.558, -0.606, -6.188], [-1.848, -0.547, -5.778], [2.197, 1.563, -3.133], [4.190, 2.778, -3.814], [6.422, 2.088, -2.983], [6.583, 0.232, -1.364], [4.561, -0.972, -0.652], [3.812, -2.421, -2.414], [3.889, -4.848, -2.773], [1.906, -6.238, -2.286], [-0.229, -5.145, -1.681], [-0.323, -2.714, -1.384], [3.141, 0.729, 4.116], [2.131, -0.163, 4.283], [2.089, -1.031, 5.308], [0.998, -1.710, 5.158], [0.386, -1.249, 4.117], [1.029, -0.249, 3.535], [3.476, 1.278, 2.896], [4.487, 2.125, 2.732], [4.429, 2.471, 1.449], [3.448, 1.879, 0.865], [2.817, 1.112, 1.742], [3.911, 0.633, 4.761], [2.364, -3.865, 0.724], [2.014, -2.535, 1.155], [2.303, -2.283, 2.552], [2.788, -1.497, 0.340], [0.546, -2.279, 0.913], [0.967, 3.201, -1.110], [1.046, 3.374, 0.357], [0.524, 2.561, 1.246], [0.839, 3.076, 2.473], [1.553, 4.223, 2.317], [1.661, 4.416, 0.965], [0.634, 2.182, -1.298], [1.947, 3.348, -1.557], [0.260, 3.904, -1.552], [0.555, 2.570, 3.374], [1.980, 4.903, 3.025], [2.232, 5.111, 0.514]], "e_tot_ev": -105920.5208, "multiplicity": 2, "homo_energy_ev": [-3.4, -3.4], "mol_weight_g_mol": 1008.96, "total_charge": -1}



{"formula": "C45H40BrCl2NO26S3", "method": "ωB97M-V/def2-TZVPD", "elements": ["C", "C", "Cl", "C", "Cl", "C", "C", "C", "O", "Br", "O", "S", "O", "O", "O", "C", "C", "C", "C", "S", "C", "S", "N", "C", "C", "O", "C", "C", "H", "H", "H", "H", "H", "H", "H", "H", "H", "H", "H", "H", "H", "H", "H", "H", "H", "H", "H", "H", "O", "C", "C", "C", "O", "C", "O", "C", "C", "O", "H", "H", "H", "H", "O", "C", "C", "C", "O", "C", "O", "C", "C", "O", "H", "H", "H", "H", "O", "C", "C", "C", "O", "C", "O", "C", "C", "O", "H", "H", "H", "H", "O", "C", "C", "C", "O", "C", "O", "C", "C", "O", "H", "H", "H", "H", "O", "C", "C", "C", "O", "C", "O", "C", "C", "O", "H", "H", "H", "H"], "coordinates": [[-3.108, -4.611, -0.242], [-1.564, -4.215, -0.234], [-0.580, -4.893, -1.640], [-0.924, -3.440, 0.747], [-1.934, -2.807, 2.153], [0.632, -3.072, 0.792], [1.307, -2.332, -0.445], [0.802, -0.845, -0.687], [0.127, -0.162, 0.091], [1.335, 0.032, -2.412], [0.767, -2.271, 2.022], [2.244, -2.637, 2.723], [3.496, -2.118, 2.083], [2.272, -2.105, 4.119], [2.117, -4.290, 2.504], [1.341, -4.471, 1.256], [2.432, -5.129, 0.290], [3.142, -6.355, 1.089], [2.093, -7.372, 1.745], [2.117, -7.349, 3.627], [0.382, -7.223, 4.228], [-0.829, -7.975, 3.313], [-0.058, -6.552, 5.457], [-0.115, -5.069, 5.332], [1.044, -4.270, 6.093], [1.372, -4.794, 7.409], [1.906, -6.131, 7.117], [0.659, -7.019, 6.674], [-3.273, -5.746, -0.209], [-3.706, -4.144, 0.601], [-3.596, -4.259, -1.221], [1.223, -2.882, -1.437], [2.437, -2.271, -0.218], [0.499, -5.164, 1.608], [3.273, -4.383, 0.034], [2.010, -5.563, -0.676], [3.735, -6.955, 0.305], [3.932, -5.985, 1.834], [1.023, -7.245, 1.337], [2.413, -8.431, 1.444], [-0.002, -4.818, 4.211], [-1.135, -4.619, 5.624], [2.006, -4.274, 5.484], [0.683, -3.199, 6.249], [2.361, -6.485, 8.115], [2.756, -6.098, 6.356], [1.064, -8.070, 6.446], [-0.050, -7.157, 7.571], [2.358, 2.789, -4.156], [3.026, 3.513, -3.439], [2.562, 3.954, -2.119], [3.315, 4.761, -1.370], [2.901, 5.178, -0.141], [4.643, 5.244, -1.843], [5.294, 5.996, -1.138], [5.118, 4.784, -3.151], [4.366, 3.974, -3.899], [4.792, 3.537, -5.114], [1.595, 3.597, -1.789], [3.620, 5.750, 0.195], [6.091, 5.129, -3.475], [4.072, 2.970, -5.453], [-0.910, 2.250, -2.617], [-1.735, 3.139, -2.516], [-2.096, 4.011, -3.638], [-2.994, 4.985, -3.480], [-3.341, 5.801, -4.511], [-3.658, 5.225, -2.166], [-4.460, 6.136, -2.056], [-3.316, 4.338, -1.050], [-2.419, 3.361, -1.209], [-2.093, 2.529, -0.184], [-1.605, 3.828, -4.585], [-4.002, 6.418, -4.142], [-3.817, 4.512, -0.108], [-1.425, 1.912, -0.548], [2.977, 7.311, -3.325], [2.151, 8.204, -3.235], [1.793, 9.060, -4.370], [0.895, 10.037, -4.226], [0.549, 10.840, -5.271], [0.231, 10.297, -2.917], [-0.569, 11.210, -2.820], [0.571, 9.426, -1.789], [1.466, 8.446, -1.933], [1.791, 7.627, -0.899], [2.283, 8.862, -5.314], [-0.113, 11.463, -4.912], [0.069, 9.613, -0.849], [2.455, 7.010, -1.256], [-4.504, -10.845, 10.304], [-3.794, -10.659, 9.332], [-3.609, -9.334, 8.733], [-2.835, -9.176, 7.657], [-2.652, -7.952, 7.092], [-2.136, -10.332, 7.027], [-1.453, -10.151, 6.036], [-2.301, -11.654, 7.639], [-3.073, -11.811, 8.716], [-3.235, -13.029, 9.298], [-4.124, -8.504, 9.199], [-2.054, -8.099, 6.330], [-1.775, -12.481, 7.182], [-3.836, -12.878, 10.053], [-0.961, 10.996, -7.520], [-1.554, 10.065, -8.035], [-2.666, 10.265, -8.971], [-3.303, 9.220, -9.501], [-4.333, 9.389, -10.372], [-2.917, 7.820, -9.164], [-3.535, 6.891, -9.655], [-1.791, 7.618, -8.248], [-1.149, 8.663, -7.718], [-0.101, 8.486, -6.867], [-2.938, 11.285, -9.206], [-4.624, 8.486, -10.609], [-1.511, 6.598, -8.025], [0.196, 9.385, -6.617]], "e_tot_ev": -229622.6858, "multiplicity": 1, "homo_energy_ev": -8.7, "smiles": "C/C(Cl)=C(\\Cl)[C@@]1(CC(=O)Br)OS(=O)(=O)O[C@@H]1CCCSC(=S)N1CCOCC1.O=C1C=C(O)C(=O)C=C1O.O=C1C=C(O)C(=O)C=C1O.O=C1C=C(O)C(=O)C=C1O.O=C1C=C(O)C(=O)C=C1O.O=C1C=C(O)C(=O)C=C1O", "mol_weight_g_mol": 1257.81}



{"formula": "C45H40BrCl3CoN6O4S2", "method": "ωB97M-V/def2-TZVPD", "elements": ["Co", "C", "O", "C", "C", "C", "C", "C", "C", "N", "N", "C", "O", "C", "C", "C", "C", "C", "C", "C", "O", "H", "H", "H", "H", "H", "H", "H", "H", "H", "H", "H", "H", "Br", "C", "C", "C", "C", "C", "C", "N", "C", "C", "C", "C", "C", "C", "N", "H", "H", "H", "H", "H", "H", "H", "H", "H", "Cl", "C", "C", "C", "C", "C", "C", "N", "C", "C", "N", "C", "O", "C", "C", "C", "Cl", "S", "C", "C", "C", "Cl", "C", "H", "H", "H", "H", "H", "H", "H", "H", "H", "H", "H", "H", "H", "C", "S", "C", "H", "H", "H", "H", "H", "H"], "coordinates": [[-0.503, -1.671, 1.178], [3.118, -3.236, -1.199], [2.242, -3.034, -2.306], [0.997, -3.617, -2.193], [0.633, -4.524, -3.159], [-0.622, -5.139, -3.139], [-1.484, -4.836, -2.113], [-1.147, -3.908, -1.113], [-2.126, -3.686, -0.070], [-1.932, -2.924, 0.935], [-2.956, -2.817, 1.873], [-2.654, -1.873, 2.723], [-1.580, -1.157, 2.687], [-3.627, -1.591, 3.815], [-3.253, -0.759, 4.865], [-4.145, -0.483, 5.890], [-5.420, -1.029, 5.869], [-5.800, -1.855, 4.818], [-4.908, -2.137, 3.796], [0.103, -3.229, -1.152], [0.478, -2.289, -0.337], [4.091, -2.861, -1.513], [3.203, -4.303, -0.971], [2.772, -2.698, -0.319], [1.356, -4.751, -3.933], [-0.896, -5.851, -3.905], [-2.455, -5.317, -2.057], [-3.079, -4.210, -0.132], [-2.258, -0.333, 4.861], [-3.846, 0.161, 6.708], [-6.118, -0.812, 6.668], [-6.796, -2.280, 4.796], [-5.186, -2.782, 2.974], [2.722, -8.331, 2.165], [2.236, -6.504, 2.267], [0.901, -6.146, 2.164], [0.553, -4.808, 2.216], [1.531, -3.837, 2.393], [2.869, -4.209, 2.483], [3.225, -5.547, 2.422], [1.125, -2.482, 2.394], [1.742, -1.608, 3.070], [1.381, -0.187, 2.890], [1.827, 0.782, 3.772], [1.451, 2.099, 3.554], [0.664, 2.390, 2.456], [0.274, 1.355, 1.614], [0.620, 0.093, 1.822], [0.142, -6.904, 2.030], [-0.480, -4.501, 2.122], [3.643, -3.456, 2.553], [4.263, -5.843, 2.477], [2.547, -1.847, 3.768], [2.443, 0.503, 4.617], [1.769, 2.881, 4.231], [0.350, 3.400, 2.238], [-0.340, 1.550, 0.745], [-2.480, 7.340, 0.820], [-1.878, 6.118, -0.253], [-2.663, 5.680, -1.306], [-2.165, 4.693, -2.138], [-0.905, 4.128, -1.957], [-0.416, 3.057, -2.910], [-1.393, 1.890, -3.091], [-1.727, 1.175, -1.872], [-2.790, 1.417, -1.027], [-2.698, 0.491, -0.032], [-1.612, -0.317, -0.256], [-1.052, 0.119, -1.356], [-0.273, 3.611, -4.216], [1.056, 3.699, -4.696], [1.809, 4.838, -4.075], [3.124, 4.821, -3.733], [4.213, 3.504, -3.920], [3.661, 6.293, -3.038], [2.092, 6.967, -3.186], [1.218, 6.098, -3.754], [-0.132, 4.632, -0.915], [1.497, 4.091, -0.657], [-0.610, 5.607, -0.051], [-3.645, 6.102, -1.465], [-2.778, 4.358, -2.966], [0.537, 2.660, -2.548], [-0.945, 1.187, -3.793], [-2.314, 2.246, -3.551], [-3.496, 2.205, -1.213], [-3.339, 0.346, 0.822], [-0.176, -0.314, -1.817], [0.963, 3.846, -5.774], [1.593, 2.758, -4.532], [1.903, 7.972, -2.848], [0.175, 6.320, -3.931], [0.012, 5.977, 0.751], [3.876, 1.509, -0.710], [2.465, 0.677, -1.460], [3.179, 0.129, -3.029], [4.708, 0.817, -0.585], [3.552, 1.846, 0.275], [4.198, 2.375, -1.289], [2.960, 0.827, -3.835], [2.776, -0.852, -3.265], [4.261, 0.045, -2.927]], "e_tot_ev": -231353.4789, "multiplicity": 2, "homo_energy_ev": [-6.9, -6.8], "mol_weight_g_mol": 1038.18}



{"formula": "C45H41BrN4RuSSb2", "method": "ωB97M-V/def2-TZVPD", "elements": ["Ru", "C", "C", "N", "N", "C", "N", "S", "C", "C", "C", "C", "C", "N", "H", "H", "H", "H", "H", "H", "H", "H", "H", "Br", "C", "C", "C", "C", "C", "C", "C", "C", "C", "C", "H", "H", "H", "H", "H", "H", "C", "C", "C", "Sb", "C", "C", "C", "C", "C", "C", "C", "C", "C", "C", "C", "C", "Sb", "C", "C", "C", "C", "C", "C", "C", "C", "C", "C", "C", "C", "H", "H", "H", "H", "H", "H", "H", "H", "H", "H", "H", "H", "H", "H", "H", "H", "H", "H", "H", "H", "H", "H", "H", "H", "H", "H"], "coordinates": [[0.081, -0.596, 1.548], [-3.877, -2.138, 0.697], [-2.422, -1.862, 0.879], [-1.929, -0.689, 1.084], [-2.797, 0.358, 1.333], [-2.161, 1.452, 1.682], [-2.937, 2.530, 1.946], [-0.427, 1.702, 1.766], [-1.424, -2.963, 0.880], [-1.776, -4.268, 0.599], [-0.789, -5.244, 0.555], [0.519, -4.879, 0.798], [0.798, -3.555, 1.099], [-0.148, -2.619, 1.156], [-4.441, -1.218, 0.794], [-4.233, -2.861, 1.433], [-4.052, -2.559, -0.297], [-3.919, 2.367, 2.096], [-2.513, 3.301, 2.433], [-2.811, -4.511, 0.404], [-1.041, -6.271, 0.327], [1.321, -5.603, 0.765], [1.803, -3.220, 1.318], [-1.338, -0.913, 4.051], [0.283, -1.086, 5.022], [0.156, -1.224, 6.369], [1.311, -1.384, 7.161], [2.531, -1.417, 6.560], [2.666, -1.271, 5.155], [3.959, -1.308, 4.579], [4.104, -1.147, 3.240], [2.963, -0.949, 2.428], [1.665, -0.889, 2.903], [1.521, -1.081, 4.324], [-0.824, -1.212, 6.826], [1.215, -1.486, 8.233], [3.431, -1.545, 7.149], [4.814, -1.466, 5.224], [5.086, -1.173, 2.784], [3.162, -0.833, 1.371], [2.347, 0.370, -2.892], [1.418, 1.291, -3.686], [-0.030, 0.813, -3.647], [-0.744, 1.225, -1.660], [-0.767, 3.315, -1.983], [-1.657, 3.837, -2.919], [-1.566, 5.177, -3.273], [-0.593, 5.987, -2.700], [0.282, 5.466, -1.759], [0.195, 4.128, -1.394], [-2.769, 0.734, -1.985], [-3.108, -0.298, -2.854], [-4.446, -0.609, -3.062], [-5.436, 0.103, -2.399], [-5.094, 1.133, -1.531], [-3.760, 1.448, -1.314], [1.762, -0.038, -0.816], [2.669, 1.842, -0.104], [3.352, 2.699, -0.969], [3.921, 3.866, -0.475], [3.824, 4.173, 0.876], [3.175, 3.304, 1.741], [2.607, 2.133, 1.254], [1.036, -2.065, -1.717], [-0.284, -2.363, -2.011], [-0.596, -3.525, -2.714], [0.414, -4.385, -3.123], [1.738, -4.095, -2.814], [2.049, -2.939, -2.103], [3.355, 0.783, -2.855], [2.413, -0.613, -3.354], [1.769, 1.325, -4.722], [1.490, 2.315, -3.306], [-0.101, -0.251, -3.875], [-0.664, 1.369, -4.339], [-2.417, 3.213, -3.375], [-2.254, 5.586, -4.002], [-0.521, 7.028, -2.986], [1.036, 6.098, -1.305], [0.873, 3.730, -0.649], [-2.342, -0.846, -3.391], [-4.714, -1.406, -3.744], [-6.478, -0.139, -2.566], [-5.868, 1.691, -1.020], [-3.499, 2.256, -0.640], [3.439, 2.490, -2.024], [4.440, 4.535, -1.151], [4.264, 5.087, 1.255], [3.115, 3.529, 2.799], [2.127, 1.452, 1.942], [-1.091, -1.703, -1.702], [-1.631, -3.759, -2.937], [0.172, -5.277, -3.688], [2.529, -4.764, -3.131], [3.089, -2.725, -1.873]], "e_tot_ev": -149816.9177, "multiplicity": 2, "homo_energy_ev": [-9.7, -9.5], "mol_weight_g_mol": 1094.41, "total_charge": 1}



| no. | largest force on an atom (hartree/bohr) |
| --- | --- |
| 1 | 0.0671 |
| 2 | 0.0978 |
| 3 | 0.0116 |
| 4 | 0.0368 |